No. 1
Here is a cluster of 2 separate species, C6H11N2O2P in total from the OMol25 dataset. Energies are from wB97M-V/def2-TZVPD.

Summary:
E = -836.3843 a.u.
Net charge = 0
Gap between HOMO and LUMO = 6.7 eV
Molecular weight = 174.1 g/mol

Geometry (Å):
1 C 0.1579 -0.7706 -2.6524
2 C 1.1046 -1.0628 -1.7515
3 C 1.3829 0.9395 1.8403
4 C 1.4473 2.1547 1.0059
5 C -1.2936 -1.4864 0.9218
6 C -2.2722 -1.0547 -0.0628
7 N 0.1313 1.6449 1.4676
8 N -1.6844 -0.1112 0.8069
9 O -0.8995 2.1124 -0.8596
10 O 1.1965 -0.8277 -0.4886
11 P -0.5959 1.0083 0.1025
12 H 0.3606 -0.9398 -3.6196
13 H -0.8497 -0.4156 -2.4451
14 H 2.0824 -1.3555 -1.9908
15 H 1.7408 -0.0007 1.5135
16 H 1.6097 1.0665 3.0028
17 H 1.7239 3.0740 1.5628
18 H 1.8202 2.0488 0.0090
19 H -1.7089 -1.8517 1.8517
20 H -0.3335 -1.6107 0.6293
21 H -1.8266 -1.2308 -1.0886
22 H -3.2939 -1.3311 0.2449

Mulliken population analysis, charges in e, atoms 1 to 2: -1.0785 0.2773



No. 2
Here is a structure of composition I5In from the OMol25 dataset. Energies are from wB97M-V/def2-TZVPD.

Summary:
E = -1678.8403 a.u.
Net charge = -2
Gap between HOMO and LUMO = 5.2 eV
Molecular weight = 749.3 g/mol

Geometry (Å):
1 In 0.3590 0.2595 -0.6138
2 I 2.5053 -1.6173 0.4000
3 I -1.6663 -1.9543 1.7612
4 I -2.4906 2.1592 0.6522
5 I -0.1707 -1.2118 -2.7157
6 I 1.4633 2.3647 0.5160

Mulliken population analysis, charges in e, atoms 1 to 2: 0.4840 -0.4759



No. 3
Here is a cluster of 36 separate species, H72O36 in total from the OMol25 dataset. Energies are from wB97M-V/def2-TZVPD.

Summary:
E = -2751.8951 a.u.
Net charge = 0
Gap between HOMO and LUMO = 8.3 eV
Molecular weight = 648.5 g/mol

Geometry (Å):
1 O -2.1668 2.5406 -0.3502
2 H -1.9527 3.4340 -0.0815
3 H -2.7759 2.2282 0.3189
4 O -4.6387 -0.5622 -2.4831
5 H -4.5216 0.3877 -2.4946
6 H -3.8952 -0.9017 -2.9812
7 O 1.8731 -2.5003 0.4320
8 H 2.7879 -2.2187 0.4381
9 H 1.3721 -1.6905 0.5291
10 O 3.8731 1.6830 1.3941
11 H 4.6580 1.2104 1.1170
12 H 3.9365 1.7147 2.3487
13 O -3.2577 0.8301 3.2859
14 H -2.4921 1.4038 3.3181
15 H -4.0017 1.4271 3.2061
16 O 2.2900 -0.8033 -5.6063
17 H 1.5691 -1.0052 -5.0098
18 H 2.5344 0.0968 -5.3914
19 O 1.1338 0.3757 3.2445
20 H 1.1259 1.3287 3.3332
21 H 1.0975 0.2223 2.3003
22 O 1.7332 -3.4019 -2.3970
23 H 1.7149 -2.9015 -3.2128
24 H 0.8408 -3.3387 -2.0567
25 O -0.8308 0.4710 -1.9969
26 H -1.2852 1.0747 -1.4093
27 H -0.1319 0.9961 -2.3868
28 O -3.3438 -3.5476 2.8237
29 H -2.6768 -4.0732 2.3820
30 H -3.2284 -3.7451 3.7531
31 O -1.1453 2.9316 4.3021
32 H -1.6675 3.5867 3.8391
33 H -0.3342 2.8710 3.7975
34 O -0.7479 -0.1783 5.7721
35 H -0.9034 -0.0927 4.8315
36 H -1.2314 0.5497 6.1625
37 O 0.5285 -0.2383 0.4693
38 H 0.8260 0.3140 -0.2537
39 H -0.4072 -0.3603 0.3088
40 O -4.1143 2.2130 -2.2455
41 H -3.4930 2.2089 -1.5173
42 H -3.5744 2.3666 -3.0208
43 O 0.6944 -1.3184 -3.6635
44 H 1.2151 -0.6440 -3.2274
45 H -0.2135 -1.0747 -3.4830
46 O -3.7494 -1.2497 4.8848
47 H -3.3302 -0.6752 4.2441
48 H -4.2899 -0.6640 5.4150
49 O 0.7557 3.1448 2.3026
50 H 1.2686 3.9524 2.3328
51 H 0.7639 2.8897 1.3800
52 O 4.6745 -1.9926 0.8317
53 H 4.8919 -2.7618 1.3582
54 H 5.2551 -1.3056 1.1591
55 O 2.1923 0.2720 5.6594
56 H 1.7148 0.1097 4.8459
57 H 2.9925 -0.2465 5.5755
58 O 1.7383 5.1798 -0.0307
59 H 2.6748 5.0058 0.0631
60 H 1.5772 5.1250 -0.9727
61 O -2.4283 -1.9190 -3.5786
62 H -2.6077 -2.6419 -2.9774
63 H -2.9625 -2.1099 -4.3496
64 O -0.6313 -3.3404 -0.3489
65 H 0.2855 -3.1938 -0.1160
66 H -1.1024 -2.6164 0.0637
67 O 4.8252 1.6744 -2.3861
68 H 5.6603 1.2728 -2.1460
69 H 4.9405 2.6039 -2.1890
70 O -2.4660 -4.4160 -1.8962
71 H -2.2520 -5.3196 -2.1284
72 H -1.7269 -4.1240 -1.3626
73 O -1.4330 0.2661 -5.1552
74 H -1.5694 -0.4258 -4.5079
75 H -1.3091 -0.1999 -5.9820
76 O 1.2761 5.0230 -2.6363
77 H 0.8918 5.7503 -3.1257
78 H 1.0759 4.2481 -3.1612
79 O -1.0384 5.1424 0.0379
80 H -1.3443 5.3858 0.9116
81 H -0.0911 5.0445 0.1340
82 O 2.3045 0.5942 -2.3620
83 H 2.1362 1.3294 -1.7727
84 H 3.2587 0.5497 -2.4237
85 O 1.6233 2.2635 -0.4655
86 H 2.4274 2.1647 0.0444
87 H 1.6110 3.1867 -0.7178
88 O 1.7480 -4.5432 2.2002
89 H 1.1517 -3.9997 2.7153
90 H 2.0871 -3.9547 1.5257
91 O 0.3192 -2.5676 3.5046
92 H 0.5811 -2.5733 4.4253
93 H 0.5513 -1.6923 3.1945
94 O 4.3134 -2.1265 -1.9191
95 H 4.3145 -1.7473 -1.0402
96 H 3.5077 -2.6419 -1.9570
97 O -1.5730 -5.0234 1.5663
98 H -1.2751 -4.4269 0.8796
99 H -0.8386 -5.6228 1.6989
100 O -4.4768 -0.5516 1.2320
101 H -4.0983 -0.3863 2.0954
102 H -5.0492 -1.3077 1.3616
103 O -2.0731 -0.8574 -0.0935
104 H -2.0435 -0.4621 -0.9648
105 H -2.9791 -0.7405 0.1924
106 O 0.4441 2.9373 -4.2420
107 H 0.6319 2.6187 -5.1249
108 H -0.5009 2.8224 -4.1414

Mulliken population analysis, charges in e, atoms 1 to 2: -0.6618 0.2062



Values of relative energy (zero: lowest compared OMol25 entry of this formula, charge and spin), in order: 4.758 0.000 3.666, all in eV.
Values of strongest force on any atom, in order: 4.58 2.27 1.48, all in eV/Å.
Values of highest occupied orbital energy, in order: -8.0 -1.2 -9.5, all in eV.